1.
Density functional theory data (ωB97M-V with the def2-TZVPD basis set) for a 27-piece molecular cluster, C33H90ClN2O32PS overall.

- LUMO (eV) = -1.1
- HOMO level (eV) = -7.64
- orbital gap (eV) = 6.55

Geometry as XYZ:
```
160
Properties=species:S:1:pos:R:3:mulliken_charge:R:1
C 0.902 5.047 2.945 -0.835
C 0.700 3.613 3.678 0.212
O 0.714 2.453 2.786 -0.346
C -0.038 2.700 1.566 0.491
C -1.640 2.516 1.642 0.481
C -2.455 2.101 2.977 -0.430
C -1.846 0.765 3.739 -0.179
C -3.136 0.112 4.535 -0.471
Cl -4.194 -0.936 3.439 -0.182
C -2.489 2.809 0.284 0.094
C -4.125 2.701 0.216 -0.748
C -4.664 1.155 0.231 -0.243
O -5.713 1.073 1.279 -0.302
C -6.533 -0.069 0.851 0.310
O -5.986 -1.260 0.769 -0.510
C -8.075 0.246 0.467 -0.201
C -9.156 -0.565 1.407 -0.638
C -1.780 3.268 -1.107 -0.882
C -0.195 3.452 -1.142 0.084
C 0.669 3.166 0.177 -0.338
N 2.151 3.343 0.234 -0.177
C 2.855 2.789 -0.958 -0.383
C 2.369 3.015 -2.495 0.218
C 3.150 2.433 -3.773 -0.561
C 4.489 1.586 -3.577 -0.189
N 5.308 1.041 -4.748 -0.432
C 6.176 2.060 -4.985 0.678
O 7.244 2.770 -5.198 -0.574
C 4.980 1.322 -2.047 0.109
P 6.579 0.272 -1.887 0.546
O 6.308 -1.270 -2.034 -0.642
C 4.174 1.910 -0.759 0.781
C 4.824 1.510 0.699 -0.452
C 4.474 -0.090 0.946 0.415
C 5.860 -0.911 1.334 -0.747
O 3.559 -0.310 2.062 -0.426
C 2.373 -1.065 1.672 -0.141
C 2.696 -2.558 1.084 0.692
C 1.883 -2.950 -0.270 -0.359
C 2.078 -4.335 -1.042 -0.302
C 3.147 -5.371 -0.418 -0.618
C 3.936 -4.986 0.929 -0.393
C 3.750 -3.585 1.718 -0.492
S 0.771 4.012 -2.664 -0.312
H 1.818 5.086 2.219 0.220
H -0.035 5.365 2.333 0.161
H 1.068 5.871 3.769 0.373
H 1.608 3.489 4.417 0.358
H -0.255 3.652 4.358 -0.268
H -3.574 1.828 2.746 0.132
H -2.473 2.941 3.798 0.097
H -1.402 -0.011 3.002 0.321
H -1.097 1.105 4.561 0.158
H -2.828 -0.493 5.472 0.219
H -3.813 1.005 4.885 0.293
H -4.545 3.245 1.167 0.311
H -4.539 3.294 -0.705 0.528
H -5.070 0.902 -0.828 0.434
H -3.769 0.483 0.551 0.180
H -8.361 1.379 0.585 0.099
H -8.206 -0.023 -0.661 0.279
H -10.206 -0.114 1.189 0.024
H -9.212 -1.703 1.126 0.300
H -8.934 -0.420 2.543 0.259
H -2.453 3.490 -2.032 0.216
H 2.563 3.015 1.127 0.375
H 2.757 2.644 -4.841 0.324
H 7.496 0.682 -2.946 0.010
H 7.278 0.477 -0.650 0.081
H 5.972 1.668 0.573 0.109
H 4.463 2.187 1.564 0.195
H 4.107 -0.485 -0.077 0.350
H 5.720 -1.427 2.386 -0.258
H 6.775 -0.198 1.331 0.387
H 5.979 -1.777 0.573 0.203
H 1.764 -1.249 2.662 0.266
H 1.651 -0.498 0.960 0.063
H 1.126 -2.171 -0.713 0.181
H 1.469 -4.505 -2.007 0.368
H 3.298 -6.362 -1.010 0.250
H 4.718 -5.730 1.352 0.406
H 4.333 -3.282 2.668 0.423
O 1.697 -3.487 -3.825 -0.643
H 1.698 -2.854 -4.558 0.227
H 2.613 -3.483 -3.512 0.328
O -2.718 6.180 1.372 -0.673
H -2.813 5.248 1.130 0.358
H -3.482 6.608 0.961 0.297
O 0.648 -1.152 -5.624 -0.574
H 0.721 -0.402 -6.230 0.269
H 0.184 -0.788 -4.857 0.316
O -12.428 -0.117 1.740 -0.624
H -12.934 0.376 2.400 0.289
H -13.059 -0.260 1.021 0.299
O 6.290 -1.705 4.678 -0.576
H 6.310 -2.048 5.583 0.280
H 6.167 -0.752 4.791 0.256
O -2.433 -3.733 2.773 -0.606
H -2.946 -3.246 3.434 0.282
H -3.059 -3.875 2.049 0.283
O 5.945 -6.960 0.236 -0.635
H 6.791 -6.571 -0.027 0.298
H 6.051 -7.902 0.044 0.312
O -1.861 3.162 5.809 -0.590
H -1.124 2.934 6.393 0.309
H -1.989 4.110 5.953 0.253
O -0.866 -4.855 -3.672 -0.611
H -0.019 -4.465 -3.935 0.340
H -0.761 -5.796 -3.864 0.304
O -11.385 2.572 1.090 -0.563
H -10.452 2.533 1.344 0.316
H -11.637 1.642 0.983 0.328
O 7.017 2.849 1.998 -0.644
H 7.089 3.602 1.394 0.314
H 6.555 3.210 2.767 0.311
O 5.599 5.230 -5.637 -0.604
H 6.081 4.475 -5.271 0.294
H 5.181 4.878 -6.435 0.316
O 4.225 0.794 -7.820 -0.634
H 4.875 1.422 -8.165 0.293
H 4.412 0.761 -6.871 0.426
O -0.435 -3.560 5.207 -0.617
H 0.048 -4.315 5.570 0.294
H -0.853 -3.912 4.408 0.352
O 2.107 -1.539 -8.926 -0.647
H 2.382 -0.771 -8.406 0.292
H 2.731 -1.556 -9.666 0.322
O -2.661 -2.150 -3.816 -0.658
H -2.186 -2.906 -3.439 0.320
H -3.074 -2.508 -4.614 0.318
O 9.770 4.522 -5.247 -0.622
H 9.055 4.012 -5.653 0.375
H 9.742 4.263 -4.315 0.300
O 6.658 -4.726 3.550 -0.593
H 7.390 -4.953 4.140 0.277
H 6.533 -3.776 3.687 0.311
O -10.315 5.373 -0.357 -0.640
H -11.035 4.866 -0.756 0.326
H -10.338 5.118 0.576 0.310
O -14.333 1.502 0.630 -0.604
H -14.266 2.256 0.026 0.317
H -14.785 1.863 1.406 0.292
O -12.530 2.312 -1.672 -0.611
H -11.598 2.273 -1.417 0.300
H -12.782 1.384 -1.779 0.304
O 7.552 -8.604 1.627 -0.622
H 7.569 -8.943 2.533 0.266
H 7.429 -7.650 1.736 0.368
O 3.024 -0.350 -11.942 -0.635
H 3.271 -0.605 -12.841 0.312
H 2.057 -0.328 -11.963 0.331
O -1.889 0.799 8.196 -0.636
H -1.983 -0.133 7.954 0.314
H -2.654 1.226 7.785 0.325
O 9.704 -7.248 0.505 -0.614
H 10.632 -7.285 0.773 0.286
H 9.453 -8.177 0.401 0.336
O -7.235 -4.282 1.282 -0.621
H -6.585 -3.656 0.931 0.315
H -7.042 -4.312 2.229 0.306
```

=====

2.
Density functional theory data (ωB97M-V with the def2-TZVPD basis set) for one molecule with the formula C5H4N2.

- LUMO (eV) = -0.5
- HOMO level (eV) = -9.64
- orbital gap (eV) = 9.14

Geometry as XYZ:
```
11
Properties=species:S:1:pos:R:3:nbo_charge:R:1
C 3.041 0.523 0.214 0.248
C 1.776 0.291 0.118 -0.665
C 0.365 0.057 0.351 0.111
C -0.316 -1.076 -0.040 -0.327
C -1.645 -0.642 -0.166 -0.051
N -1.775 0.652 0.104 -0.246
N -0.537 1.061 0.395 -0.315
H 1.568 0.143 -0.976 0.372
H 0.132 -2.035 -0.270 0.240
H -2.507 -1.221 -0.461 0.215
H -0.354 2.033 0.600 0.418
```

=====

3.
Density functional theory data (ωB97M-V with the def2-TZVPD basis set) for C31H23N5O2ReSSe as an isolated structure.

- LUMO (alpha / beta) (eV) = -8.2 / -7.9
- spin multiplicity = 2
- total charge = +2
- HOMO level (alpha / beta) (eV) = -13.88 / -14.02
- orbital gap (alpha / beta) (eV) = 5.71 / 6.10
- expectation value of S² = 0.891

Geometry as XYZ:
```
64
Properties=species:S:1:pos:R:3:nbo_charge:R:1
Re -1.615 -0.781 -0.096 1.182
O -1.511 -1.252 3.649 -0.821
S -1.512 -0.415 2.506 2.301
O -2.698 -0.471 1.609 -0.879
N -0.368 -0.813 1.401 -0.904
C 0.735 -1.584 1.290 0.088
C 1.666 -1.882 2.279 -0.176
C 2.839 -2.555 1.940 -0.173
C 3.086 -2.976 0.653 -0.157
C 2.122 -2.783 -0.360 -0.095
C 2.268 -3.253 -1.680 -0.068
C 1.260 -3.018 -2.587 -0.253
C 0.124 -2.310 -2.195 0.099
N -0.042 -1.827 -0.964 -0.495
C 0.938 -2.075 -0.041 0.187
C -1.189 1.297 2.849 -0.277
C -2.098 2.258 2.443 -0.214
C -1.805 3.594 2.672 -0.193
C -0.615 3.942 3.293 -0.155
C 0.284 2.964 3.697 -0.175
C -0.002 1.627 3.479 -0.209
H 1.476 -1.576 3.297 0.241
H 3.573 -2.734 2.709 0.250
H 4.014 -3.464 0.403 0.243
H 3.158 -3.802 -1.949 0.251
H 1.340 -3.365 -3.604 0.261
H -0.678 -2.114 -2.896 0.232
H -3.026 1.956 1.978 0.242
H -2.505 4.358 2.371 0.243
H -0.390 4.982 3.468 0.243
H 1.206 3.243 4.179 0.244
H 0.670 0.843 3.795 0.234
Se -3.412 -1.322 -1.678 0.340
C -3.695 -3.145 -1.206 -0.252
C -3.410 -3.562 0.097 -0.231
C -3.721 -4.847 0.493 -0.180
C -4.297 -5.732 -0.411 -0.154
C -4.547 -5.331 -1.718 -0.196
C -4.258 -4.040 -2.118 -0.147
H -3.000 -2.859 0.820 0.187
H -3.541 -5.157 1.513 0.239
H -4.568 -6.724 -0.084 0.243
H -4.989 -6.027 -2.414 0.244
H -4.460 -3.711 -3.127 0.229
N 6.483 5.732 -1.771 -0.211
C 5.466 5.215 -1.705 0.231
C 4.215 4.550 -1.639 -0.134
C 4.175 3.158 -1.556 -0.150
C 2.960 2.506 -1.506 -0.169
C 1.767 3.231 -1.524 0.116
C 1.812 4.620 -1.613 -0.204
C 3.026 5.276 -1.673 -0.129
N 0.533 2.551 -1.416 -0.296
C -0.728 3.075 -1.515 -0.030
C -1.605 2.060 -1.281 -0.068
N -0.894 0.915 -1.042 -0.468
C 0.389 1.250 -1.127 0.231
H 5.089 2.586 -1.529 0.248
H 2.954 1.430 -1.460 0.204
H 0.912 5.208 -1.626 0.228
H 3.055 6.352 -1.738 0.253
H -0.927 4.098 -1.753 0.255
H -2.678 2.077 -1.281 0.248
H 1.191 0.551 -1.001 0.229
```

=====

Number 1: DFT total energy -136803.0896 eV. Number 2: DFT total energy -8224.7158 eV. Number 3: DFT total energy -122361.2556 eV.